No. 1
Molecular formula: C42H102N2O10
Method: DFT, the ωB97M-V functional and the def2-TZVPD basis

Calculated values
- Total charge: 0
- HOMO-LUMO gap: 8.17 eV
- Spin multiplicity: 1
- SMILES: CC1(C)CCCC(C)(C)N1O.CC1(C)CCCC(C)(C)N1O.CC(C)O.CC(C)O.CC(C)O.CC(C)O.CC(C)O.CC(C)O.CC(C)O.CC(C)O
- ΔE to the lowest compared entry with this formula, charge and spin: 156.9 kcal per mole
- LUMO: 0.10 eV

Each line ends with the Mulliken charge.
Cartesian coordinates (Å):
C -6.00 -2.77 -0.07  -2.070
C -5.86 -3.38 1.27  1.711
C -6.73 -4.70 1.41  -1.643
C -4.38 -3.75 1.42  -1.134
C -3.84 -3.92 2.89  -0.804
C -4.34 -2.75 3.78  -1.630
C -5.83 -2.53 3.79  2.019
C -6.52 -3.61 4.69  -1.756
C -5.97 -1.24 4.53  -2.072
N -6.28 -2.48 2.36  0.180
O -7.64 -2.23 2.34  -0.488
H -6.94 -2.24 -0.19  0.363
H -5.37 -1.88 -0.17  0.477
H -5.83 -3.51 -0.85  0.360
H -6.59 -5.04 2.44  0.403
H -7.80 -4.58 1.24  0.305
H -6.31 -5.43 0.72  0.434
H -4.19 -4.60 0.77  0.497
H -3.82 -2.85 1.13  0.328
H -3.97 -4.90 3.35  0.370
H -2.75 -3.94 2.79  0.416
H -3.69 -1.90 3.55  0.456
H -4.11 -2.88 4.84  0.454
H -7.55 -3.87 4.47  0.366
H -6.65 -3.25 5.71  0.429
H -5.89 -4.49 4.75  0.361
H -5.35 -1.34 5.43  0.452
H -7.02 -0.97 4.67  0.371
H -5.54 -0.44 3.94  0.492
H -7.73 -1.47 1.76  0.356
C 5.13 0.43 3.19  -1.486
C 4.07 0.86 4.23  1.632
C 4.82 1.56 5.41  -1.943
C 3.10 1.92 3.65  -1.645
C 1.92 1.37 2.83  1.969
C 1.19 0.36 3.73  -1.705
C 2.03 -0.83 4.30  1.970
C 1.17 -1.33 5.52  -1.715
C 2.18 -1.91 3.23  -1.826
N 3.30 -0.28 4.84  0.317
O 4.03 -1.03 5.78  -0.465
H 5.71 1.34 3.01  0.473
H 5.96 -0.25 3.34  0.394
H 4.68 0.36 2.20  0.113
H 5.62 0.91 5.75  0.365
H 5.22 2.45 4.91  0.423
H 4.17 1.81 6.25  0.455
H 2.72 2.56 4.45  0.307
H 3.66 2.59 2.99  0.617
H 1.25 2.07 2.33  -0.423
H 2.31 0.93 1.92  -1.173
H 0.53 -0.09 2.98  0.430
H 0.61 0.83 4.52  0.411
H 0.52 -2.12 5.12  0.438
H 0.48 -0.68 6.05  0.324
H 1.74 -1.92 6.23  0.362
H 2.72 -1.46 2.40  0.225
H 1.26 -2.25 2.75  0.417
H 2.73 -2.81 3.49  0.428
H 4.59 -1.59 5.24  0.344
C 1.87 -2.97 -5.52  -1.442
C 1.15 -4.21 -5.96  0.695
C -0.09 -3.96 -6.85  -1.103
O 2.08 -5.04 -6.64  -0.576
H 1.88 -2.20 -6.29  0.385
H 2.84 -3.15 -5.07  0.334
H 1.46 -2.37 -4.70  0.299
H 0.87 -4.75 -5.05  0.243
H 0.02 -4.37 -7.85  0.332
H -0.24 -2.88 -6.87  0.263
H -1.02 -4.31 -6.39  0.268
H 1.79 -5.95 -6.54  0.316
C 5.59 1.86 -0.97  -1.022
C 5.02 2.59 -2.25  0.474
C 4.90 1.71 -3.44  -1.495
O 3.78 3.16 -1.88  -0.135
H 5.62 0.78 -1.11  0.129
H 5.20 2.01 0.04  0.147
H 6.67 2.03 -0.96  0.460
H 5.76 3.33 -2.57  0.406
H 5.90 1.33 -3.69  0.485
H 4.74 2.36 -4.31  0.373
H 4.29 0.81 -3.38  0.244
H 3.67 4.10 -1.76  0.047
C -2.29 4.90 2.40  -1.606
C -1.39 3.94 1.55  1.553
C -1.79 2.41 1.64  -1.092
O -1.67 4.26 0.25  -0.628
H -1.89 5.87 2.13  0.384
H -2.11 4.62 3.44  0.373
H -3.35 4.66 2.24  0.376
H -0.33 4.15 1.73  -0.333
H -1.66 2.18 2.70  0.385
H -1.08 1.70 1.21  -0.011
H -2.78 2.11 1.32  0.416
H -1.24 3.58 -0.27  0.186
C -0.12 -0.21 -1.73  -2.054
C 0.78 0.45 -0.68  1.625
C 2.27 0.00 -0.87  -1.165
O 0.62 1.81 -0.90  0.439
H 0.22 -0.34 -2.75  0.291
H -1.11 0.25 -1.65  0.457
H -0.37 -1.20 -1.36  0.453
H 0.59 0.18 0.35  -0.605
H 2.44 0.28 -1.91  0.160
H 2.38 -1.05 -0.63  0.309
H 2.96 0.55 -0.21  0.081
H 1.46 2.10 -0.55  -0.110
C -1.16 4.13 -3.82  -1.659
C 0.30 4.33 -3.34  1.696
C 1.28 3.42 -4.15  -1.065
O 0.61 5.64 -3.60  -0.685
H -1.38 4.35 -4.86  0.367
H -1.63 4.97 -3.30  0.367
H -1.68 3.23 -3.50  0.315
H 0.29 4.25 -2.25  -0.361
H 1.08 3.26 -5.20  0.395
H 1.26 2.46 -3.64  0.057
H 2.30 3.79 -4.02  0.219
H 0.45 6.13 -2.79  0.392
C -3.56 -0.48 -5.86  -1.184
C -4.66 -0.86 -4.92  0.828
C -5.94 0.01 -5.10  -1.394
O -4.90 -2.21 -4.96  -0.575
H -3.77 -0.62 -6.92  0.326
H -2.64 -1.00 -5.61  0.261
H -3.33 0.59 -5.83  0.330
H -4.38 -0.59 -3.90  0.047
H -6.46 -0.14 -6.05  0.356
H -5.57 1.04 -5.13  0.344
H -6.70 -0.15 -4.34  0.334
H -4.13 -2.69 -4.65  0.328
C 2.66 5.87 -0.53  -1.851
C 1.43 5.76 0.24  2.474
C 1.81 6.20 1.60  -1.727
O 0.21 6.49 -0.32  -0.687
H 2.38 5.74 -1.57  0.237
H 3.33 5.04 -0.32  0.507
H 3.18 6.83 -0.53  0.372
H 1.28 4.68 0.27  -0.869
H 2.42 7.10 1.66  0.465
H 2.52 5.58 2.15  0.326
H 0.96 6.50 2.21  0.330
H -0.54 6.03 0.05  0.360
C 5.12 -3.78 -1.07  -1.284
C 3.74 -4.13 -0.52  0.751
C 3.46 -5.58 -0.24  -1.619
O 3.53 -3.41 0.65  -0.371
H 5.86 -4.11 -0.35  0.420
H 5.13 -2.70 -1.18  0.225
H 5.19 -4.11 -2.11  0.393
H 2.97 -3.87 -1.25  0.090
H 4.10 -6.15 0.43  0.325
H 3.53 -6.15 -1.17  0.421
H 2.40 -5.72 -0.02  0.381
H 4.38 -2.98 0.80  0.251

No. 2
Molecular formula: C20H23N5O3
Method: DFT, the ωB97M-V functional and the def2-TZVPD basis

Calculated values
- Total charge: 0
- HOMO-LUMO gap: 7.45 eV
- Spin multiplicity: 1
- SMILES: [H]/N=c1/c(C(=O)NCCCOC)cc2c(=O)n3cc(C)ccc3nc2n1CC=C
- ΔE to the lowest compared entry with this formula, charge and spin: 46.5 kcal per mole
- LUMO: -0.50 eV

Each line ends with the Mulliken charge.
Cartesian coordinates (Å):
H -2.18 -1.27 -1.24  0.060
N -1.85 -0.32 -1.24  -0.648
C -0.83 -0.05 -0.53  0.747
C -0.33 1.31 -0.42  0.222
C -0.92 2.47 -1.17  0.315
O -0.48 3.60 -1.02  -0.746
N -1.94 2.19 -2.00  -0.102
C -2.62 3.23 -2.73  -0.884
C -3.98 2.75 -3.22  -0.709
C -3.91 1.83 -4.45  -0.506
O -3.31 0.58 -4.18  -0.358
C -2.01 0.42 -4.69  -0.706
C 0.71 1.59 0.40  -1.139
C 1.36 0.59 1.16  0.885
C 2.44 0.90 2.03  -0.197
O 2.93 1.99 2.24  -0.681
N 2.98 -0.25 2.71  0.082
C 4.02 -0.04 3.57  -0.408
C 4.61 -1.05 4.27  0.733
C 5.74 -0.80 5.21  -1.518
C 4.11 -2.36 4.07  -0.444
C 3.08 -2.58 3.22  -0.857
C 2.48 -1.51 2.50  0.285
N 1.48 -1.76 1.69  -0.450
C 0.91 -0.74 1.03  0.669
N -0.12 -1.03 0.20  0.091
C -0.52 -2.42 0.06  -1.252
C -1.81 -2.71 0.77  0.135
C -2.78 -3.46 0.28  -0.873
H -2.27 1.22 -2.03  0.512
H -2.00 3.56 -3.57  0.298
H -2.74 4.09 -2.06  0.464
H -4.58 3.62 -3.49  0.405
H -4.48 2.22 -2.42  0.287
H -4.93 1.62 -4.78  0.327
H -3.38 2.34 -5.27  0.352
H -1.69 -0.58 -4.39  0.217
H -1.99 0.48 -5.78  0.367
H -1.31 1.15 -4.27  0.288
H 1.07 2.61 0.48  0.613
H 4.32 1.00 3.65  0.446
H 6.62 -1.36 4.90  0.339
H 6.00 0.26 5.24  0.363
H 5.48 -1.12 6.21  0.339
H 4.56 -3.18 4.61  0.439
H 2.67 -3.56 3.04  0.475
H -0.59 -2.68 -1.00  0.468
H 0.28 -3.01 0.52  0.426
H -1.90 -2.26 1.75  0.282
H -3.68 -3.67 0.84  0.266
H -2.71 -3.91 -0.69  0.278

No. 3
Molecular formula: C4H12
Method: DFT, the ωB97M-V functional and the def2-TZVPD basis

Calculated values
- Total charge: 0
- HOMO-LUMO gap: 12.51 eV
- Spin multiplicity: 1
- SMILES: CC.CC
- ΔE to the lowest compared entry with this formula, charge and spin: 9.0 kcal per mole
- LUMO: 1.00 eV

Each line ends with the Mulliken charge.
Cartesian coordinates (Å):
C 1.65 0.81 -2.18  -0.808
C 0.40 1.13 -2.97  -0.782
H 2.50 1.44 -2.48  0.272
H 1.55 1.16 -1.14  0.236
H 2.05 -0.20 -2.23  0.291
H -0.32 1.81 -2.54  0.289
H 0.70 1.47 -3.97  0.249
H -0.16 0.21 -3.18  0.253
C -1.12 -1.73 2.55  -0.810
C -1.03 -0.20 2.64  -0.809
H -2.17 -2.04 2.49  0.250
H -0.63 -2.10 1.64  0.262
H -0.70 -2.24 3.41  0.283
H -1.23 0.14 3.65  0.294
H -1.50 0.28 1.79  0.282
H 0.02 0.08 2.53  0.248

No. 4
Molecular formula: C2H5Br
Method: DFT, the ωB97M-V functional and the def2-TZVPD basis

Calculated values
- Total charge: 0
- HOMO-LUMO gap: 11.25 eV
- Spin multiplicity: 1
- SMILES: CCBr
- ΔE to the lowest compared entry with this formula, charge and spin: 9.0 kcal per mole
- LUMO: 1.09 eV

Each line ends with the Mulliken charge.
Cartesian coordinates (Å):
C -0.34 -0.55 -0.03  -1.057
C 0.88 0.57 0.09  -0.490
Br 2.65 -0.06 0.01  -0.142
H -0.11 -1.50 -0.38  0.395
H -0.69 -0.92 0.92  0.319
H -1.23 -0.20 -0.57  0.287
H 0.65 1.27 0.86  0.383
H 0.64 1.23 -0.70  0.305

No. 5
Molecular formula: C2H14CdO6
Method: DFT, the ωB97M-V functional and the def2-TZVPD basis

Calculated values
- Total charge: +1
- HOMO-LUMO gap (alpha / beta): 8.80 / 5.91 eV
- Spin multiplicity: 2
- <S²>: 0.757
- LUMO (alpha / beta): -3.47 / -6.26 eV

Each line ends with the Mulliken spin population.
Cartesian coordinates (Å):
Cd 0.36 0.72 -0.60  0.016
C -1.85 -1.48 2.05  -0.007
C -1.94 0.02 1.72  -0.003
O -1.52 0.39 0.40  0.792
H -2.22 -2.06 1.21  -0.001
H -2.48 -1.72 2.90  0.000
H -0.80 -1.70 2.26  0.004
H -1.47 0.69 2.44  0.055
H -2.99 0.30 1.81  0.058
O 1.05 2.49 0.15  0.090
H 2.01 2.58 -0.01  -0.004
O 1.54 -0.56 0.86  0.002
H 1.49 -1.52 0.79  -0.001
H 1.74 -0.40 1.78  0.001
O -0.38 1.60 -2.36  -0.002
H 0.33 1.75 -2.99  0.000
H -1.18 1.74 -2.87  0.000
O 0.18 -1.32 -1.47  0.003
H -0.36 -1.75 -0.80  -0.001
H 0.86 -1.97 -1.67  0.000
O 2.16 0.69 -1.77  -0.002
H 2.55 0.64 -2.64  0.002
H 2.91 0.87 -1.19  0.000

No. 6
Molecular formula: C40H33AsCoN3OS5
Method: DFT, the ωB97M-V functional and the def2-TZVPD basis

Calculated values
- Total charge: 0
- HOMO-LUMO gap (alpha / beta): 4.45 / 5.56 eV
- Spin multiplicity: 5
- <S²>: 6.043
- ΔE to the lowest compared entry with this formula, charge and spin: 48.6 kcal per mole
- LUMO (alpha / beta): -0.89 / -2.11 eV

Each line ends with the Mulliken spin population.
Cartesian coordinates (Å):
Co -18.37 -8.78 13.64  1.863
S -23.87 -9.40 18.26  0.713
C -22.64 -8.96 17.27  0.437
S -21.01 -8.99 17.89  0.172
C -20.23 -8.80 16.35  -0.005
C -21.12 -8.68 15.28  0.214
S -20.65 -8.54 13.58  0.033
S -22.80 -8.52 15.58  0.368
S -18.55 -8.59 16.05  0.115
N -19.85 -18.20 12.31  0.005
C -19.87 -17.04 12.20  -0.002
C -19.94 -15.62 12.25  0.010
C -18.78 -14.92 12.69  -0.008
C -18.84 -13.57 12.92  0.018
C -20.05 -12.84 12.67  0.017
C -21.20 -13.58 12.30  0.021
C -21.14 -14.93 12.06  -0.007
C -20.13 -11.44 12.92  0.169
C -20.02 -10.22 13.24  -0.117
H -17.85 -15.52 12.81  0.000
H -17.95 -13.04 13.20  0.001
H -22.09 -12.93 12.28  -0.002
H -22.03 -15.47 11.65  0.000
C -14.77 -9.27 17.60  0.002
C -13.88 -8.92 16.39  0.001
N -12.97 -9.96 15.95  0.000
C -11.66 -10.12 16.62  0.000
C -11.76 -10.61 18.04  0.000
C -13.39 -10.94 15.06  -0.001
O -12.79 -12.04 14.93  0.000
C -14.53 -10.73 14.12  0.003
C -14.52 -11.46 12.92  -0.001
C -15.68 -11.47 12.09  0.015
C -16.80 -10.77 12.39  0.036
N -16.79 -10.03 13.51  -0.023
C -15.80 -10.13 14.40  0.003
H -15.81 -8.96 17.50  -0.001
H -14.34 -8.88 18.54  0.000
H -14.78 -10.34 17.73  0.000
H -13.26 -7.99 16.69  0.000
H -14.47 -8.60 15.50  -0.002
H -11.10 -9.17 16.64  0.000
H -11.15 -10.81 16.00  0.000
H -11.94 -9.76 18.75  0.000
H -10.75 -11.00 18.28  0.000
H -12.47 -11.44 18.16  0.000
H -13.59 -11.96 12.63  0.000
H -15.69 -12.11 11.21  -0.001
H -17.70 -10.88 11.80  -0.027
H -15.94 -9.80 15.45  0.000
C -13.11 -5.41 12.56  0.003
C -13.55 -6.43 11.71  -0.002
C -14.75 -7.12 11.96  0.001
C -15.58 -6.63 13.00  -0.016
C -15.07 -5.82 13.96  0.009
C -13.87 -5.12 13.68  -0.003
As -17.44 -7.03 12.67  -0.034
C -17.49 -6.85 10.77  -0.007
C -17.98 -7.91 9.99  0.000
C -17.93 -7.84 8.58  0.004
C -17.49 -6.60 7.99  0.000
C -17.22 -5.48 8.77  0.001
C -17.12 -5.63 10.14  -0.006
C -18.25 -5.39 13.34  0.009
C -18.22 -5.19 14.73  -0.004
C -18.67 -4.00 15.24  -0.005
C -19.43 -3.10 14.45  0.002
C -19.43 -3.30 13.09  -0.001
C -18.90 -4.46 12.51  0.005
H -12.23 -4.79 12.31  0.000
H -12.99 -6.72 10.85  0.000
H -15.10 -7.91 11.31  0.000
H -15.57 -5.74 14.93  0.000
H -13.56 -4.37 14.40  0.000
H -18.35 -8.87 10.45  0.019
H -18.13 -8.72 7.97  0.000
H -17.63 -6.45 6.90  0.000
H -17.08 -4.53 8.29  0.000
H -16.85 -4.77 10.77  0.000
H -17.61 -5.87 15.32  0.004
H -18.49 -3.77 16.24  0.000
H -19.95 -2.29 14.98  0.000
H -20.03 -2.70 12.36  0.000
H -19.23 -4.73 11.48  0.000

No. 7
Molecular formula: C4H6NaO2
Method: DFT, the ωB97M-V functional and the def2-TZVPD basis

Calculated values
- Total charge: +1
- HOMO-LUMO gap: 8.65 eV
- Spin multiplicity: 1
- ΔE to the lowest compared entry with this formula, charge and spin: 5.4 kcal per mole
- LUMO: -4.58 eV

Each line ends with the Mulliken charge.
Cartesian coordinates (Å):
C -0.43 1.41 0.54  0.104
O -1.41 2.33 0.39  -0.462
H 0.53 1.91 0.73  0.399
H -2.28 1.93 0.33  0.343
C 1.13 -1.26 -1.51  -0.978
C 0.70 -0.96 -0.26  -0.156
C -0.34 0.04 0.03  0.622
O -0.72 0.25 1.39  -0.597
Na -0.09 -1.41 2.75  1.019
H 1.86 -2.05 -1.65  0.275
H 0.96 -0.59 -2.36  0.295
H 1.07 -1.59 0.55  -0.173
H -0.97 -0.02 -0.92  0.307

No. 8
Molecular formula: H8O4Rb
Method: DFT, the ωB97M-V functional and the def2-TZVPD basis

Calculated values
- Total charge: +1
- HOMO-LUMO gap: 12.37 eV
- Spin multiplicity: 1
- ΔE to the lowest compared entry with this formula, charge and spin: 8.1 kcal per mole
- LUMO: -3.25 eV

Each line ends with the Mulliken charge.
Cartesian coordinates (Å):
Rb -0.12 -0.75 -0.25  0.865
O -1.74 0.01 1.97  -0.553
H -2.61 0.09 2.35  0.278
H -1.36 -0.66 2.52  0.315
O 1.60 1.12 -1.12  -0.573
H 2.45 1.24 -1.52  0.287
H 1.03 1.68 -1.66  0.315
O 1.68 -2.90 -0.06  -0.563
H 2.00 -3.78 0.14  0.274
H 2.44 -2.39 -0.38  0.319
O -1.72 1.75 -0.63  -0.511
H -1.84 2.37 0.04  0.284
H -1.83 2.23 -1.41  0.263